The following is a quantum chemistry calculation of a 5-piece molecular cluster, C24H51F4N5O8 overall in a non-equilibrium geometry, from OMol25.

Computed properties:
HOMO-LUMO gap in eV: 7.73
SMILES: O=C1O[C@@H](N(C(=O)F)C(=O)F)[C@H](F)[C@H]1CCF.COC[C@@H](C)N.COC[C@@H](C)N.COC[C@@H](C)N.COC[C@@H](C)N
DFT total energy in eV: -60405.1147
Energy relative to the best compared isomer or geometry (same formula, charge and spin) in kJ/mol: 449.6

XYZ file:
```
92
C24H51F4N5O8 | OMol25 | ωB97M-V/def2-TZVPD
O 0.25 -1.21 2.26
C 0.72 -2.32 1.68
O 2.20 -2.59 1.68
C 2.34 -3.87 0.96
N 3.68 -4.57 0.92
C 3.79 -5.48 -0.29
O 4.12 -4.87 -1.46
F 3.53 -6.94 -0.32
C 4.03 -5.27 2.22
O 5.11 -6.08 2.20
F 3.30 -5.09 3.52
C 0.98 -4.75 1.32
F 0.85 -6.09 0.69
C -0.10 -3.57 0.96
C -1.69 -3.78 1.30
C -2.03 -4.96 2.38
F -3.54 -5.11 2.37
H 2.14 -3.59 -0.17
H 0.97 -4.72 2.51
H -0.06 -3.29 -0.18
H -2.12 -2.75 1.74
H -2.24 -3.94 0.25
H -1.62 -6.02 2.10
H -1.77 -4.60 3.47
C -2.44 -0.27 -4.59
C -3.30 -1.39 -4.00
C -2.81 -1.89 -2.62
O -1.64 -2.71 -2.66
C -0.43 -2.00 -2.83
N -3.38 -2.49 -4.97
H -1.51 -0.64 -5.04
H -2.98 0.24 -5.39
H -2.18 0.47 -3.84
H -4.30 -0.97 -3.86
H -3.60 -2.51 -2.19
H -2.67 -1.05 -1.92
H -0.43 -1.04 -2.31
H -0.23 -1.87 -3.90
H 0.39 -2.62 -2.43
H -4.05 -3.18 -4.62
H -2.49 -2.99 -4.94
C 6.21 0.27 1.06
C 4.74 -0.09 0.85
C 3.97 0.90 -0.05
O 3.66 2.15 0.56
C 4.74 3.06 0.64
N 4.09 -0.22 2.17
H 6.35 1.07 1.79
H 6.76 -0.60 1.44
H 6.68 0.57 0.12
H 4.72 -1.07 0.36
H 3.01 0.45 -0.31
H 4.50 1.07 -1.00
H 5.40 3.01 -0.23
H 5.31 2.89 1.56
H 4.34 4.08 0.71
H 3.14 -0.58 2.03
H 3.95 0.72 2.53
C 1.17 2.71 3.47
C 0.29 3.63 4.30
C -0.07 3.07 5.70
O -1.05 2.03 5.69
C -0.55 0.75 5.30
N -0.92 3.96 3.54
H 0.61 1.89 3.01
H 1.63 3.27 2.64
H 1.98 2.28 4.07
H 0.86 4.56 4.46
H -0.51 3.88 6.29
H 0.83 2.74 6.24
H 0.47 0.58 5.66
H -0.60 0.65 4.21
H -1.20 -0.01 5.72
H -1.45 4.67 4.05
H -1.53 3.14 3.56
C -4.10 5.48 -4.60
C -4.96 4.37 -4.00
C -4.47 3.87 -2.62
O -3.31 3.04 -2.66
C -2.09 3.75 -2.84
N -5.05 3.26 -4.97
H -3.17 5.11 -5.04
H -4.65 5.99 -5.40
H -3.84 6.23 -3.84
H -5.97 4.78 -3.86
H -5.26 3.24 -2.19
H -4.33 4.70 -1.92
H -2.09 4.71 -2.32
H -1.89 3.88 -3.90
H -1.28 3.14 -2.43
H -5.72 2.57 -4.62
H -4.15 2.76 -4.95
```

Löwdin atomic charge list, values in e, 4 entries: 0.0177, -0.1549, -0.0142, -0.2168